Entry 1:
The following is a DFT calculation (the ωB97M-V functional and the def2-TZVPD basis) of a gas-phase ion, C2H6N3O2 (charge +1) in a non-equilibrium geometry.

Values from the calculation:
- largest force on an atom (eV/A) = 3.30
- relative energy (zero: lowest compared OMol25 entry of this formula, charge and spin) (eV) = 8.1470
- LUMO (spin up / spin down) (eV) = -6.1229 / -6.9978

Structure (ORCA input):
```
! wB97M-V def2-TZVPD RIJCOSX def2/J DEFGRID3
* xyz 1 1
C 0.362 -0.678 1.080
C -0.850 -0.700 0.153
N -0.649 0.178 -0.948
N 0.987 1.048 -2.129
N 0.047 -1.039 2.269
O 0.433 0.980 -0.949
O 1.609 2.205 -2.277
H -0.948 -1.704 -0.128
H -1.626 -0.454 0.806
H -1.098 -0.133 -1.856
H -0.988 -1.263 2.418
H 0.721 -1.100 2.999
H 2.000 2.660 -1.438
*
```

Entry 2:
The following is a DFT calculation (the ωB97M-V functional and the def2-TZVPD basis) of 2 unconnected molecules or ions with the total composition H3OP in a non-equilibrium geometry.

Values from the calculation:
- largest force on an atom (eV/A) = 2.23
- relative energy (zero: lowest compared OMol25 entry of this formula, charge and spin) (eV) = 3.9667
- LUMO (spin up / spin down) (eV) = 0.3066 / -1.7629

Structure (ORCA input):
```
! wB97M-V def2-TZVPD RIJCOSX def2/J DEFGRID3
* xyz 0 1
O -0.589 0.538 -0.727
P 0.094 0.031 0.515
H 1.030 0.107 -2.267
H -0.427 0.569 1.622
H -0.108 -1.245 0.856
*
```

Entry 3:
The following is a DFT calculation (the ωB97M-V functional and the def2-TZVPD basis) of 2 unconnected molecules or ions with the total composition C4H10N2 in a non-equilibrium geometry.

Values from the calculation:
- largest force on an atom (eV/A) = 2.49
- structure (SMILES) = [H]/N=C/N.C=CC
- relative energy (zero: lowest compared OMol25 entry of this formula, charge and spin) (eV) = 2.2804
- LUMO (eV) = 1.0999

Structure (ORCA input):
```
! wB97M-V def2-TZVPD RIJCOSX def2/J DEFGRID3
* xyz 0 1
C -1.863 1.600 -0.998
C -0.942 0.444 -1.296
C -1.323 -0.828 -1.091
H -2.669 1.697 -1.714
H -2.342 1.424 -0.029
H -1.296 2.521 -0.893
H 0.060 0.674 -1.642
H -0.644 -1.628 -1.371
H -1.833 -1.059 -0.163
N 2.282 -1.050 0.400
C 1.663 -0.827 1.614
N 1.227 0.313 1.974
H 1.952 -0.479 -0.343
H 3.199 -1.440 0.383
H 1.889 -1.579 2.382
H 0.637 0.218 2.787
*
```